Record 1
DFT (ωB97M-V with the def2-TZVPD basis set) results for C5H6N as an isolated structure at a distorted geometry.

Summary:
- Lowest unoccupied orbital energy: -2.9 eV
- E: -248.434689 Ha
- Orbital gap: 14.3 eV
- ΔE to the lowest compared entry with this formula, charge and spin: 475.22 kJ/mol
- Total charge: +1

The geometry in XYZ format:
```
12
Properties=species:S:1:pos:R:3:forces:R:3
N -1.16248 -0.81467 0.16428 -2.6 0.6 0.0
C -0.09792 -0.82525 1.22294 1.9 0.6 1.7
C 0.00203 -1.24996 -0.74288 1.3 1.3 1.2
C 0.21349 -0.03040 0.03865 0.3 -0.8 1.0
C 0.28310 1.38164 -0.34934 -2.0 -1.0 0.5
C -0.21835 -1.99472 0.44947 -0.9 -4.3 -1.0
H -0.23071 -1.35522 -1.73617 -0.3 -0.6 -2.2
H -0.15968 -0.71212 2.28557 -0.6 0.5 0.2
H 0.05933 1.18273 -1.36568 0.4 1.3 -1.6
H -0.57024 1.96309 0.05261 0.8 -0.2 0.1
H 1.24833 1.73919 -0.11068 0.9 0.8 -0.1
H -0.70135 -3.03326 0.51277 0.9 1.9 0.4
```
Positions in Å, forces in eV/Å.

Record 2
DFT (ωB97M-V with the def2-TZVPD basis set) results for a single C5H5NO molecule at a distorted geometry.

Summary:
- Lowest unoccupied orbital energy: 0.3 eV
- E: -323.419130 Ha
- Orbital gap: 10.3 eV
- ΔE to the lowest compared entry with this formula, charge and spin: 264.01 kJ/mol

The geometry in XYZ format:
```
12
Properties=species:S:1:pos:R:3:forces:R:3
O -2.56595 -0.32143 0.41877 0.4 -0.1 0.0
N 1.84052 0.68102 0.14031 0.3 -2.5 -0.6
C -0.19148 -1.13526 0.16399 0.3 0.3 0.1
C 0.59923 0.07261 -0.45440 -0.2 1.3 -0.1
C -0.52218 1.03395 -0.06549 -0.6 0.4 -0.1
C -1.39191 -0.16885 0.24447 -0.4 -0.2 0.1
C 2.79019 0.00148 0.35288 0.4 0.7 0.3
H -0.31636 -2.04026 -0.44320 0.1 0.3 0.1
H 0.15782 -1.41274 1.15822 0.0 0.0 0.0
H 0.72278 -0.04879 -1.54456 0.1 0.2 0.6
H -0.85570 1.74131 -0.82379 -0.2 0.0 0.1
H -0.26697 1.59696 0.85279 -0.1 -0.4 -0.4
```
Positions in Å, forces in eV/Å.

Record 3
DFT (ωB97M-V with the def2-TZVPD basis set) results for a 5-piece molecular cluster, CH12O4S2 overall.

Summary:
- Lowest unoccupied orbital energy: 0.6 eV
- E: -1142.636005 Ha
- Orbital gap: 9.6 eV
- ΔE to the lowest compared entry with this formula, charge and spin: 12.76 kJ/mol
- Structure (SMILES): CSS.O.O.O.O

The geometry in XYZ format:
```
19
Properties=species:S:1:pos:R:3:forces:R:3
S -1.37034 2.87270 -0.24659 0.1 -0.5 0.2
S -1.17677 0.80666 -0.14172 -0.4 0.5 -0.4
O 0.55764 -2.28641 -0.30866 -0.3 0.0 0.2
O 1.98846 0.20074 -1.01601 0.1 -0.2 -0.2
O -0.20737 -1.43240 2.31551 -0.1 -0.1 0.3
O 1.43379 0.77542 1.72638 0.1 0.3 -0.1
C -2.09431 0.36870 -1.65839 -0.1 0.9 0.3
H 1.73857 0.44913 -0.11240 0.1 0.2 0.3
H 1.41481 -2.56687 -0.63207 0.2 -0.1 -0.1
H 2.51590 0.93198 -1.34378 0.0 0.0 0.0
H 0.56183 -1.33910 -0.49666 0.0 0.1 -0.1
H -1.79185 1.02047 -2.47425 0.4 -0.2 -0.1
H -0.24123 3.11806 -0.92388 0.1 0.0 -0.1
H -1.89531 -0.67051 -1.88844 -0.2 -0.2 0.0
H -1.07606 -1.69353 2.63178 0.0 0.1 0.0
H 2.08954 0.63419 2.41303 0.0 -0.1 0.0
H -3.13997 0.62705 -1.49066 -0.1 -0.6 0.0
H 0.03457 -2.08481 1.64208 0.1 0.1 -0.3
H 0.65812 0.26852 2.00476 -0.1 -0.3 0.1
```
Positions in Å, forces in eV/Å.

Record 4
DFT (ωB97M-V with the def2-TZVPD basis set) results for an isolated ion of composition CH2NO2S2 and charge -1 at a distorted geometry.

Summary:
- Lowest unoccupied orbital energy: 3.7 eV
- E: -1040.946479 Ha
- Orbital gap: 6.9 eV
- ΔE to the lowest compared entry with this formula, charge and spin: 38.56 kJ/mol
- Total charge: -1
- Structure (SMILES): NC([S-])=S(=O)=O

The geometry in XYZ format:
```
8
Properties=species:S:1:pos:R:3:forces:R:3
S 1.59371 -0.52215 0.40529 -1.9 0.1 1.8
S -0.26096 2.50131 0.41774 0.1 0.4 0.7
O 1.74472 -0.91054 -0.99460 -0.1 -0.1 -0.6
O 0.84684 -1.55599 1.21196 0.9 0.8 -0.9
N -1.05770 0.15041 -0.34810 -0.1 -1.8 0.1
C -0.15864 0.86251 0.27492 1.2 1.2 -0.8
H -0.65529 -0.76105 -0.42868 -0.7 -1.3 -0.4
H -2.05269 0.23550 -0.53853 0.5 0.8 0.2
```
Positions in Å, forces in eV/Å.

Record 5
DFT (ωB97M-V with the def2-TZVPD basis set) results for a single C4H9NO3 molecule at a distorted geometry.

Summary:
- Lowest unoccupied orbital energy: 0.6 eV
- E: -438.173525 Ha
- Orbital gap: 10.4 eV
- ΔE to the lowest compared entry with this formula, charge and spin: 408.38 kJ/mol
- Structure (SMILES): C[C@H](O)[C@@H](N)C(=O)O

The geometry in XYZ format:
```
17
Properties=species:S:1:pos:R:3:forces:R:3
O -1.33356 1.84609 -0.12114 4.0 -4.1 4.3
O 1.79946 -1.14511 1.09777 1.5 -1.5 -2.2
O -1.40786 0.23576 -1.75270 0.6 1.0 2.1
N -0.48353 0.15044 1.82642 -5.0 -14.0 -0.1
C 1.19031 -0.35159 0.14521 0.2 1.1 -1.7
C -0.36680 -0.25742 0.44172 1.2 -4.2 -0.5
C 1.48703 -1.01130 -1.18343 0.6 2.3 -4.9
C -1.07097 0.59191 -0.63185 -0.5 -1.1 0.0
H 2.65799 -1.05198 -1.42520 -2.8 0.0 0.7
H 0.91968 -0.43922 -2.23529 2.0 -0.9 3.3
H -1.81226 2.16143 -0.76627 -4.3 3.7 -5.5
H 0.98530 -1.93978 -1.41927 0.3 -0.7 1.0
H 1.33487 -0.85586 1.81545 -1.6 0.7 4.2
H 1.69507 0.67500 0.24106 -1.0 -0.9 -0.6
H -0.31073 0.98606 1.86929 1.3 11.6 1.7
H -0.60223 -1.54364 0.38449 0.0 4.1 -0.2
H -1.38473 -0.36862 2.32939 3.3 2.8 -1.7
```
Positions in Å, forces in eV/Å.